{"formula": "C4H9N3O", "method": "ωB97M-V/def2-TZVPD", "max_force_ev_per_a": 3.7, "e_above_lowest_kcal_mol": 50.71, "homo_ev": -8.841, "smiles": "[H]/N=C(/N)[C@@H]1[C@H](N)[C@@H]1O", "energy_ev": -10810.2630, "symbols": ["H", "N", "O", "C", "H", "C", "C", "H", "H", "N", "H", "H", "N", "C", "H", "H", "H"], "positions_angstrom": [[-0.6992, 0.8415, 1.5185], [2.6860, 0.0805, -0.3487], [-1.3171, -1.6282, 0.2487], [-1.0368, -0.7136, -0.7741], [-2.2556, -1.5598, 0.5777], [1.4762, -0.1483, -0.0390], [-1.0256, 0.7384, -0.4351], [-1.3786, -1.0155, -1.7823], [-1.3998, 1.4135, -1.2019], [1.2321, -0.4832, 1.2544], [0.4836, 0.3951, -1.8752], [0.4223, -1.0749, 1.4922], [-1.3323, 1.3346, 0.8329], [0.2323, 0.0760, -0.8656], [2.8809, 0.2329, -1.3169], [-1.0376, 2.2761, 0.9719], [2.0692, -0.7650, 1.7423]]}